1.
The following is a DFT calculation (the ωB97M-V functional and the def2-TZVPD basis) of the molecule C7H9NS2 in a non-equilibrium geometry.

Each line ends with the Löwdin charge.
Positions of all 19 atoms, in Å:
N -2.510 -0.891 -1.367  -0.3957
S -1.908 -1.797 -0.145  0.7884
C -0.417 -0.828 0.878  -0.3545
C -1.208 0.454 1.164  -0.1371
C -1.058 1.578 0.427  -0.1107
C -0.004 1.665 -0.532  -0.0827
C 0.894 0.670 -0.765  -0.1087
C 0.826 -0.453 0.097  -0.3333
C 2.034 -1.070 0.406  -0.3981
S 3.577 -0.513 -0.273  0.7738
H -1.705 -0.720 -1.993  0.0393
H -2.940 -0.020 -1.126  0.0190
H -0.386 -1.564 1.763  0.1258
H -1.987 0.402 1.808  0.0605
H -1.780 2.385 0.447  0.1032
H 0.147 2.548 -1.163  0.1093
H 1.737 0.732 -1.359  0.0436
H 2.210 -1.788 1.110  0.0262
H 4.478 -0.791 0.626  -0.1683

Results
Charge: 0
LUMO level (spin up / spin down), Ha: -0.00510 / -0.00508
HOMO-LUMO gap (spin up / spin down), eV: 7.34 / 7.34

---

2.
The following is a DFT calculation (the ωB97M-V functional and the def2-TZVPD basis) of a structure of composition ClFeH8O4 in a non-equilibrium geometry.

Each line ends with the Löwdin charge.
Positions of all 14 atoms, in Å:
Fe -3.525 1.506 -1.008  1.2634
Cl -1.206 0.367 -0.539  0.1674
O -0.337 0.653 2.511  -0.0751
H -0.027 -0.222 2.764  0.0414
H -0.412 0.619 1.551  -0.1145
O 1.294 -0.355 -2.475  -0.0640
H 1.029 -1.002 -3.135  0.0414
H 0.596 -0.380 -1.814  -0.0918
O 1.839 1.861 0.083  -0.0514
H 0.888 1.741 0.028  -0.0610
H 1.955 2.633 0.645  0.0464
O -0.730 -2.827 0.298  -0.0570
H -0.334 -2.610 1.147  0.0347
H -1.028 -1.984 -0.056  -0.0800

Results
Expectation value of S²: 6.006
Charge: +1
Spin multiplicity: 5
LUMO level (spin up / spin down), Ha: -0.34504 / -0.35455
HOMO-LUMO gap (spin up / spin down), eV: 4.39 / 4.12

---

3.
The following is a DFT calculation (the ωB97M-V functional and the def2-TZVPD basis) of a structure of composition C48H39CaCl8Ge2N4OS in a non-equilibrium geometry.

Each line ends with the Löwdin charge.
Positions of all 104 atoms, in Å:
Ca -0.288 0.456 -0.527  1.1376
Cl -6.545 -0.729 3.380  0.6598
C -5.145 -0.841 2.368  -0.6857
C -4.988 -1.937 1.533  -0.1083
C -3.869 -1.974 0.718  -0.0944
C -2.905 -0.976 0.666  -0.3040
O -1.877 -1.075 -0.233  -0.4114
C -3.032 0.114 1.584  -0.1593
C -2.141 1.197 1.802  -0.1816
N -1.024 1.446 1.167  -0.1402
C -0.353 2.621 1.320  -0.2421
C -0.895 3.786 1.883  -0.0235
C -0.160 4.955 1.990  -0.0815
C 1.150 5.012 1.558  -0.0593
C 1.732 3.894 0.941  -0.1514
C 3.041 3.908 0.408  0.0047
C 3.537 2.778 -0.198  -0.0551
C 2.713 1.663 -0.306  -0.2181
N 1.474 1.618 0.157  -0.0471
C 0.976 2.693 0.790  -0.1664
C -4.188 0.140 2.402  -0.0687
H -5.714 -2.733 1.506  0.1023
H -3.752 -2.844 0.087  0.0341
H -2.458 1.869 2.602  0.1086
H -1.926 3.788 2.203  0.0986
H -0.626 5.833 2.415  0.1050
H 1.724 5.922 1.661  0.1039
H 3.632 4.813 0.478  0.1180
H 4.532 2.763 -0.618  0.1056
H 3.072 0.766 -0.799  0.0888
H -4.311 0.966 3.085  0.1087
Cl -3.243 2.373 -0.898  0.7808
C -2.026 2.804 -2.038  -0.7018
C -0.884 2.013 -2.101  -0.3119
C 0.051 2.433 -3.036  -0.7161
Cl 1.495 1.501 -3.154  0.7336
C -0.111 3.522 -3.885  -0.7059
Cl 1.083 3.925 -5.064  0.6654
C -1.278 4.273 -3.785  -0.7066
Cl -1.531 5.619 -4.828  0.6769
C -2.245 3.913 -2.850  -0.7072
Cl -3.702 4.822 -2.734  0.6749
Cl 3.582 -3.210 -1.377  0.5944
C 2.360 -2.283 -2.269  -0.8867
Cl 0.998 -1.919 -1.211  0.6622
H 2.001 -2.886 -3.105  0.0308
H 2.800 -1.344 -2.604  0.0282
C -2.068 -4.832 1.117  -0.2266
Ge -1.739 -4.655 -0.844  0.7836
C -2.883 -5.978 -1.808  -0.2382
C 0.142 -5.282 -1.089  -0.2383
Ge -2.220 -2.300 -1.752  0.9974
C -3.994 -1.541 -2.329  -0.2719
C -5.218 -2.184 -2.224  -0.1174
C -6.385 -1.530 -2.584  -0.0794
C -6.340 -0.226 -3.051  -0.0737
C -5.118 0.408 -3.196  -0.0785
C -3.956 -0.249 -2.834  -0.1276
C -1.036 -2.067 -3.375  -0.3474
C -0.672 -0.885 -3.999  -0.1404
C 0.051 -0.904 -5.181  -0.0803
C 0.425 -2.106 -5.757  -0.0794
C 0.064 -3.295 -5.146  -0.0884
C -0.668 -3.266 -3.973  -0.1605
H -1.667 -5.792 1.441  0.0209
H -3.124 -4.805 1.369  0.0149
H -1.567 -4.043 1.675  0.0017
H -2.722 -6.955 -1.359  0.0173
H -2.599 -6.037 -2.855  0.0089
H -3.941 -5.746 -1.756  0.0067
H 0.212 -6.240 -0.582  0.0236
H 0.861 -4.605 -0.640  -0.0410
H 0.410 -5.432 -2.129  0.0119
H -5.268 -3.204 -1.862  0.0962
H -7.333 -2.039 -2.489  0.1031
H -7.253 0.291 -3.307  0.1046
H -5.062 1.416 -3.583  0.1056
H -3.009 0.259 -2.941  0.0677
H -0.958 0.062 -3.564  0.0532
H 0.308 0.028 -5.660  0.1031
H 0.974 -2.123 -6.686  0.1053
H 0.341 -4.240 -5.588  0.1067
H -0.974 -4.197 -3.510  0.0546
S 4.219 -4.793 2.264  0.9647
C 3.205 -3.332 2.054  -0.5408
C 1.825 -3.457 1.956  -0.0903
C 1.078 -2.302 1.799  -0.1915
N 1.607 -1.087 1.727  0.0577
C 2.925 -0.981 1.826  -0.1372
C 3.772 -2.066 1.985  -0.0864
C 4.404 -4.637 4.045  -0.5108
C 5.326 -3.760 4.596  -0.0761
C 5.398 -3.690 5.980  -0.1416
N 4.645 -4.413 6.789  0.0612
C 3.775 -5.250 6.251  -0.1408
C 3.611 -5.404 4.882  -0.0785
H 1.359 -4.430 1.990  0.1039
H -0.002 -2.344 1.725  0.0948
H 3.323 0.023 1.770  0.1027
H 4.842 -1.935 2.039  0.1053
H 5.971 -3.160 3.976  0.1002
H 6.100 -3.025 6.465  0.1076
H 3.181 -5.823 6.949  0.1070
H 2.893 -6.101 4.479  0.1021

Results
Expectation value of S²: 0.801
Charge: 0
Spin multiplicity: 2
LUMO level (spin up / spin down), Ha: -0.00205 / -0.00491
HOMO-LUMO gap (spin up / spin down), eV: 4.98 / 7.29

---

4.
The following is a DFT calculation (the ωB97M-V functional and the def2-TZVPD basis) of the ion CH3O3Si with charge -1 in a non-equilibrium geometry.

Each line ends with the Löwdin charge.
Positions of all 8 atoms, in Å:
O 0.506 -1.234 2.390  -0.1001
C -0.250 -1.548 1.483  -0.8479
O -1.018 -2.540 1.414  -0.1517
Si -0.074 -0.273 -0.077  0.5874
O 0.549 1.168 0.483  -0.3659
H -1.176 0.693 -0.705  -0.0420
H 0.844 -0.581 -1.071  -0.1020
H 0.713 1.187 1.439  0.0223

Results
Charge: -1
LUMO level, Ha: 0.15134
HOMO-LUMO gap, eV: 7.99

---

Energy above the lowest of the compared OMol25 structures with the same formula, charge and spin values (in kcal/mol) by entry order: 30.8, 32.4, 55.0, 21.0.
Electronic energy values (in eV) by entry order: -30562.7050, -55217.9311, -300903.4184, -15107.5038.